ORCA calculation (the ωB97M-V functional and the def2-TZVPD basis) on C18H23N3O3S as an isolated structure in a non-equilibrium geometry.

```
48
Properties=species:S:1:pos:R:3:forces:R:3:nbo_charge:R:1
C -3.64895 -3.89949 -0.35858 1.8 -2.5 -4.3 -0.604
C -2.17908 -4.56175 -0.61964 -3.2 2.8 1.1 -0.409
C -1.04244 -3.66942 0.00936 -9.0 -2.5 4.6 -0.316
C -0.90256 -2.43840 -0.65283 -5.0 3.3 6.9 -0.484
C 0.32715 -1.92900 -0.24506 3.2 3.8 6.3 0.648
O 1.07127 -2.38800 0.64658 0.0 -0.7 -2.5 -0.580
N 0.33275 -0.56924 -0.32139 0.6 7.3 -4.1 -0.618
C 1.46807 0.39943 -0.28192 -1.6 -0.5 1.7 0.357
C 2.77217 0.14261 -0.02895 1.1 3.4 1.3 -0.176
C 3.43463 1.34642 0.28609 -5.9 5.4 -0.3 0.168
N 2.43411 2.54729 0.22615 1.9 -5.7 -0.7 -0.253
N 1.22395 1.82563 -0.14199 16.3 -9.9 3.3 -0.243
C 0.16174 2.28279 -0.35180 -16.1 11.8 -1.7 0.140
C 0.16719 3.53178 -1.18821 -7.6 -3.9 3.0 -0.155
C -1.01152 4.15230 -1.60420 -1.9 1.0 4.1 -0.224
C -2.22030 3.87193 -0.62502 9.0 -3.2 -2.9 -0.119
C -2.12488 2.78463 0.30671 -6.1 7.7 -3.1 -0.030
C -1.03413 2.16801 0.61753 6.5 1.8 -8.2 -0.035
C -0.87630 1.35439 1.61180 -4.3 -7.2 8.1 -0.646
H -0.00449 0.94711 2.01053 1.8 -0.5 -0.2 0.251
H -1.42126 1.72016 2.48074 0.4 0.9 0.6 0.248
H -1.72628 0.47561 1.62148 2.1 0.9 -0.6 0.216
C -3.41535 2.82147 1.10191 -2.1 -11.4 -15.6 -0.547
H -4.30064 3.33005 0.81103 -0.4 0.4 -1.7 0.221
H -3.26858 3.17616 1.84192 3.5 6.7 17.6 0.157
H -3.59559 1.67478 1.03000 -0.7 1.7 1.4 0.192
H -3.04117 4.27613 -0.95949 -4.7 2.1 -0.9 0.181
H -0.96755 5.09259 -2.27147 -0.3 -1.8 1.0 0.224
H 0.97737 3.58561 -1.66309 6.6 1.2 -3.8 0.184
C 4.88270 1.42129 0.57973 -0.7 1.4 -7.6 -0.691
H 5.14880 1.60707 1.50506 1.5 0.6 4.6 0.253
H 5.30918 2.21917 -0.18379 -0.5 -1.4 1.8 0.275
S 5.38511 -0.16002 -0.11533 0.1 -2.1 -1.6 2.181
O 5.65466 -0.20764 -1.55262 -0.2 1.3 1.5 -0.915
O 6.31257 -0.85795 0.72295 0.3 0.3 0.6 -0.925
C 3.76497 -0.84430 0.07150 0.4 -3.8 -0.9 -0.737
H 3.76025 -1.61714 0.78294 -0.1 0.1 3.1 0.290
H 3.57148 -1.68087 -0.55293 0.4 -0.3 -2.5 0.283
H -0.36502 0.05054 -0.94935 1.2 -2.7 1.6 0.411
H -1.92224 -1.60919 -0.37276 3.4 -2.6 -1.3 0.230
H -0.75203 -2.61672 -1.54447 0.1 -1.4 -9.7 0.217
H -1.56334 -3.53226 1.33273 2.1 -0.3 -4.0 0.161
H -0.37423 -4.37856 0.01146 5.0 -2.5 0.5 0.220
H -2.17069 -4.81881 -1.65385 0.8 0.6 -1.2 0.193
H -2.46355 -5.48540 -0.23857 1.2 -2.0 1.7 0.208
H -3.59830 -3.01545 -0.98455 -1.0 0.5 0.5 0.196
H -3.82280 -3.83072 0.65281 -0.4 0.7 2.2 0.201
H -4.34685 -4.69463 -0.79915 0.5 1.5 0.5 0.202
```
Positions in Å, forces in eV/Å.

Energy relative to the best compared isomer or geometry (same formula, charge and spin)   19.984 eV
F_max   20.0 eV/A
E_HOMO   -8.03 eV
Orbital gap   7.441 eV
E_LUMO   -0.59 eV
Molecular weight   361.467 u

***

ORCA calculation (the ωB97M-V functional and the def2-TZVPD basis) on one molecule with the formula C5H14N2O in a non-equilibrium geometry.

```
22
Properties=species:S:1:pos:R:3:forces:R:3:nbo_charge:R:1
N 1.74609 2.54349 -1.74791 -0.4 0.3 -0.2 -0.829
C 0.38935 1.99531 -1.67244 0.6 -0.3 0.2 -0.213
C -0.05314 1.46235 -0.29776 -0.6 -0.6 0.0 -0.424
C -1.04058 0.24969 -0.45614 1.5 0.8 0.8 -0.398
C -0.93293 -0.92491 0.56840 -1.8 0.6 -0.5 -0.074
N -1.07860 -2.19573 -0.16962 0.2 0.6 0.3 -0.819
C 0.24736 -0.89376 1.50292 0.1 -0.6 0.4 -0.084
O 0.35033 -2.19142 2.10278 0.1 0.1 0.3 -0.734
H 1.77198 3.46723 -1.34524 0.1 0.1 0.1 0.350
H 2.41645 1.97006 -1.26132 0.1 -0.1 0.1 0.349
H -0.28727 2.75328 -2.05692 -0.2 0.1 0.1 0.192
H 0.32432 1.16713 -2.37663 0.1 -0.1 -0.1 0.179
H -0.53308 2.24949 0.28707 0.0 0.1 0.0 0.196
H 0.79917 1.15892 0.30531 0.4 0.1 -0.3 0.188
H -0.85658 -0.22781 -1.40433 -0.1 0.1 -0.5 0.214
H -2.01109 0.72410 -0.43889 -0.6 -0.5 -0.2 0.208
H -1.86163 -0.82689 1.14463 0.3 -0.3 0.3 0.184
H -1.53111 -2.83797 0.46282 0.1 -0.4 0.0 0.365
H -0.14647 -2.55864 -0.34541 -0.1 -0.2 -0.1 0.352
H 0.11908 -0.14258 2.28943 0.1 0.2 -0.2 0.175
H 1.15278 -0.70319 0.93923 0.4 0.2 -0.1 0.155
H 1.03729 -2.16627 2.78061 -0.2 0.0 -0.2 0.471
```
Positions in Å, forces in eV/Å.

Energy relative to the best compared isomer or geometry (same formula, charge and spin)   2.070 eV
F_max   2.0 eV/A
E_HOMO   -9.13 eV
Orbital gap   9.825 eV
Structure (SMILES)   NCCC[C@@H](N)CO
E_LUMO   0.70 eV
Molecular weight   118.180 u

***

ORCA calculation (the ωB97M-V functional and the def2-TZVPD basis) on a 2-piece molecular cluster, C5H5Cl overall in a non-equilibrium geometry.

```
11
Properties=species:S:1:pos:R:3:forces:R:3:nbo_charge:R:1
C -1.55142 -0.24458 0.03236 -0.2 -0.2 -0.7 -0.058
C -1.17088 -0.76047 -1.00099 0.4 0.5 1.2 -0.207
C -1.79761 0.39037 1.17939 -2.6 1.0 1.7 -0.455
C 1.44574 -0.01770 0.10257 -1.2 -0.7 -0.5 -0.036
C 2.40768 0.05169 -0.75881 -2.9 -1.7 -1.3 -0.508
Cl 0.83134 0.32540 1.54745 1.0 0.5 1.0 0.193
H -2.13677 1.44025 1.17156 0.8 -0.3 -0.2 0.215
H -2.32018 -0.11712 2.00949 0.8 -0.2 -0.4 0.215
H 2.24803 -0.37284 -1.75076 0.0 0.0 0.2 0.222
H 3.26849 0.52900 -0.62195 3.7 1.9 0.8 0.199
H -1.22443 -1.22400 -1.91031 0.2 -0.9 -1.7 0.220
```
Positions in Å, forces in eV/Å.

Energy relative to the best compared isomer or geometry (same formula, charge and spin)   6.248 eV
F_max   4.2 eV/A
E_HOMO (alpha / beta)   -8.10 / -8.07 eV
Orbital gap (alpha / beta)   8.296 / 7.610 eV
E_LUMO (alpha / beta)   0.20 / -0.46 eV
Molecular weight   100.548 u

***

ORCA calculation (the ωB97M-V functional and the def2-TZVPD basis) on a 2-piece molecular cluster, C2H6NO2S overall in a non-equilibrium geometry.

```
12
Properties=species:S:1:pos:R:3:forces:R:3:nbo_charge:R:1
C -1.32378 -0.14272 1.80367 0.2 0.9 1.7 -0.749
S -1.52616 -1.00781 0.25781 -0.5 -0.2 -0.2 -0.358
H -1.38955 0.95952 1.70303 -0.1 -0.5 -0.1 0.189
H -2.07570 -0.42374 2.58100 0.4 0.0 -0.7 0.189
H -0.31806 -0.31637 2.24970 -0.6 -0.1 -0.4 0.209
N 0.57276 0.72948 -1.71548 0.3 -0.3 0.5 -0.934
C 1.65224 0.01205 -1.07796 -1.9 0.0 -0.1 0.890
O 1.28497 -0.74786 -0.09030 -0.1 0.7 -0.5 -0.768
O 2.77543 0.17039 -1.50785 1.0 0.1 -0.2 -0.728
H -0.38345 0.41220 -1.57761 0.4 0.0 0.1 0.387
H 0.77627 1.12470 -2.61693 0.2 -0.1 0.0 0.366
H -0.04497 -0.76984 -0.00908 0.7 -0.6 -0.1 0.307
```
Positions in Å, forces in eV/Å.

Charge   -1
Energy relative to the best compared isomer or geometry (same formula, charge and spin)   0.464 eV
F_max   1.9 eV/A
E_HOMO   -4.18 eV
Orbital gap   7.915 eV
E_LUMO   3.74 eV
Molecular weight   108.142 u

***

ORCA calculation (the ωB97M-V functional and the def2-TZVPD basis) on C9H18AlF2LaO2 as an isolated structure in a non-equilibrium geometry.

```
33
Properties=species:S:1:pos:R:3:forces:R:3:nbo_charge:R:1
C -2.41661 2.66334 -0.23690 0.1 -0.3 0.0 -0.636
C -1.12052 2.72120 -1.01861 -0.2 0.2 -0.4 -0.060
O -0.80962 1.49234 -1.65983 0.1 0.1 0.6 -0.950
Al -0.00724 0.24461 -0.83056 0.0 0.0 -1.1 1.826
C -0.16240 -1.51002 -1.91332 0.2 -0.4 0.6 -0.771
C -0.34263 -2.73661 -1.06823 -0.1 0.1 -0.3 -0.631
C 2.01475 0.53837 -0.59679 0.0 -0.1 0.4 -0.875
C 2.53669 0.30927 0.78361 0.2 0.0 -0.2 -0.478
C 2.47360 -1.14705 1.17918 0.6 0.1 -0.2 0.201
F 3.62578 -1.63278 1.73088 -0.3 0.1 0.2 -0.308
C -0.78412 -0.12068 1.02673 0.6 0.3 0.5 -1.118
C -2.23528 -0.40751 1.16840 -0.2 -0.1 0.7 0.881
O -2.83815 -0.42066 2.19519 0.0 0.0 0.1 -0.538
F -2.78491 -0.73948 0.02624 -0.4 -0.1 -0.4 -0.278
H -2.26579 2.37130 0.79907 0.0 0.0 0.3 0.168
H -2.92603 3.61420 -0.24207 -0.1 0.3 0.1 0.247
H -3.07120 1.93287 -0.69385 -0.3 -0.1 -0.2 0.230
H -1.20999 3.47875 -1.78629 0.0 0.1 -0.3 0.204
H -0.29883 3.04571 -0.37789 0.2 0.1 0.2 0.141
H 0.72251 -1.57205 -2.53095 0.3 0.2 -0.2 0.237
H -1.02977 -1.30471 -2.52783 -0.3 0.3 -0.1 0.267
H -0.33426 -3.61259 -1.71541 0.0 -0.3 -0.1 0.272
H -1.29467 -2.75377 -0.55527 -0.3 0.0 0.2 0.215
H 0.46210 -2.90662 -0.35249 0.2 -0.1 0.3 0.167
H 2.22325 1.55557 -0.90266 -0.2 0.3 -0.1 0.276
H 2.53318 -0.12747 -1.27517 0.0 -0.2 -0.3 0.248
H 3.59256 0.56571 0.85265 0.3 0.2 0.2 0.296
H 2.04054 0.94659 1.53645 -0.1 0.2 0.3 0.182
H 1.69616 -1.28443 1.98836 1.2 -0.9 -2.7 -0.150
H 2.13817 -1.77795 0.36290 0.0 -0.3 0.0 0.236
H -0.55915 0.68919 1.73289 0.2 0.3 0.2 0.221
H -0.30376 -1.05728 1.34190 0.5 -0.8 -0.2 0.122
La 0.73564 -1.05736 3.55967 -2.3 0.9 1.8 2.155
```
Positions in Å, forces in eV/Å.

Charge   +2
Energy relative to the best compared isomer or geometry (same formula, charge and spin)   0.431 eV
F_max   3.0 eV/A
E_HOMO   -14.23 eV
Orbital gap   3.240 eV
E_LUMO   -10.99 eV
Molecular weight   362.125 u

***

ORCA calculation (the ωB97M-V functional and the def2-TZVPD basis) on a 6-piece molecular cluster, C34H38BNO4 overall in a non-equilibrium geometry.

```
78
Properties=species:S:1:pos:R:3:forces:R:3:lowdin_charge:R:1
C -2.36482 0.62407 2.72150 0.2 0.5 -0.4 0.002
B -1.41732 1.12986 1.53416 -0.3 -0.9 -0.3 -0.422
O -1.66716 0.68670 0.24979 -0.1 0.2 1.2 0.151
C -0.24014 2.19133 1.80364 -1.4 -0.2 -1.7 -0.100
O -0.65162 3.30359 0.93247 0.2 1.2 1.2 0.036
C 0.53306 4.02503 0.82097 -1.0 -5.0 -1.9 -0.540
O 0.74227 5.11695 1.08050 0.6 3.6 0.4 0.254
O 1.43016 3.06402 0.33239 -0.2 -0.1 0.4 0.074
C 1.21217 2.00865 1.29182 2.3 0.9 3.0 -0.340
N 1.77102 0.71266 0.98808 -0.4 -0.1 -0.9 0.095
H -1.84040 0.84778 3.66622 -0.7 -0.2 -0.1 0.063
H -3.33896 1.17643 2.63974 0.8 -0.3 0.4 0.067
H -2.61210 -0.45072 2.66014 0.2 0.4 0.1 0.070
H -2.44189 0.11218 0.35103 0.2 0.1 -0.5 0.099
H -0.32902 2.55991 2.84051 0.6 -0.2 -0.3 0.150
H 1.84463 2.39204 2.13619 -0.5 -0.1 -0.2 0.154
H 1.64213 0.09450 1.78699 -0.3 0.2 -0.2 0.094
H 2.78434 0.79871 0.91243 -0.3 0.1 -0.2 0.078
C -6.01174 3.64432 2.54662 0.0 0.0 0.0 -0.090
C -5.80793 2.47815 1.82072 0.0 0.0 0.0 -0.105
C -6.71250 1.42927 1.92028 0.0 0.0 0.0 -0.110
C -7.82044 1.54448 2.74972 0.0 0.0 0.0 -0.095
C -8.01995 2.70712 3.48257 0.0 0.0 0.0 -0.093
C -7.11677 3.75751 3.38007 0.0 0.0 0.0 -0.093
H -5.30905 4.46443 2.46349 0.0 0.0 0.0 0.104
H -4.94182 2.38702 1.17469 0.0 0.0 0.0 0.096
H -6.55434 0.52107 1.35101 0.0 0.0 0.0 0.091
H -8.52774 0.72740 2.82557 0.0 0.0 0.0 0.103
H -8.88092 2.79535 4.13403 0.0 0.0 0.0 0.101
H -7.27393 4.66495 3.95007 0.0 0.0 0.0 0.101
C -8.20600 0.26157 -1.15727 0.0 0.0 0.0 -0.097
C -6.89430 0.20311 -1.61191 0.0 0.0 0.0 -0.101
C -6.56215 -0.63265 -2.67022 0.0 0.0 0.0 -0.096
C -7.54054 -1.41357 -3.27167 0.0 0.0 0.0 -0.098
C -8.84970 -1.36178 -2.81167 0.0 0.0 0.0 -0.097
C -9.18297 -0.52338 -1.75585 0.0 0.0 0.0 -0.093
H -8.46653 0.91834 -0.33607 0.0 0.0 0.0 0.091
H -6.13005 0.81068 -1.14116 0.0 0.0 0.0 0.092
H -5.54008 -0.67546 -3.02689 0.0 0.0 0.0 0.100
H -7.28211 -2.06349 -4.09869 0.0 0.0 0.0 0.100
H -9.61177 -1.97506 -3.27720 0.0 0.0 0.0 0.100
H -10.20478 -0.48144 -1.39879 0.0 0.0 0.0 0.101
C 6.50322 -2.35894 0.05583 0.0 0.0 0.0 -0.092
C 5.64759 -3.25046 -0.57879 0.0 0.0 0.0 -0.094
C 4.56846 -2.77505 -1.31315 0.0 0.0 0.0 -0.100
C 4.34123 -1.40916 -1.40942 0.0 0.0 0.0 -0.090
C 5.19103 -0.51789 -0.76693 0.0 0.0 0.0 -0.109
C 6.27299 -0.99202 -0.03580 0.0 0.0 0.0 -0.107
H 7.34868 -2.72925 0.62288 0.0 0.0 0.0 0.101
H 5.82252 -4.31698 -0.50154 0.0 0.0 0.0 0.101
H 3.90248 -3.46910 -1.81137 0.0 0.0 0.0 0.093
H 3.50071 -1.03891 -1.98356 0.0 0.0 0.0 0.105
H 5.01042 0.54897 -0.83679 0.0 0.0 0.0 0.102
H 6.93683 -0.29605 0.46324 0.0 0.0 0.0 0.091
C 10.51812 2.09463 -0.31750 0.0 0.0 0.0 -0.097
C 10.67374 3.23350 -1.09655 0.0 0.0 0.0 -0.099
C 9.77511 3.50338 -2.12042 0.0 0.0 0.0 -0.097
C 8.72257 2.63186 -2.36806 0.0 0.0 0.0 -0.093
C 8.57184 1.48833 -1.59456 0.0 0.0 0.0 -0.095
C 9.46849 1.22037 -0.56856 0.0 0.0 0.0 -0.100
H 11.21552 1.88759 0.48509 0.0 0.0 0.0 0.100
H 11.49612 3.91213 -0.90514 0.0 0.0 0.0 0.100
H 9.89497 4.39354 -2.72586 0.0 0.0 0.0 0.100
H 8.02010 2.84338 -3.16490 0.0 0.0 0.0 0.101
H 7.75412 0.80517 -1.79131 0.0 0.0 0.0 0.086
H 9.34985 0.32904 0.03618 0.0 0.0 0.0 0.093
C 0.92449 -6.16108 -1.04720 0.0 0.0 0.0 -0.095
C 1.52059 -5.00712 -0.55579 0.0 0.0 0.0 -0.102
C 0.75336 -3.87427 -0.31777 0.0 0.0 0.0 -0.093
C -0.61097 -3.89407 -0.57552 0.0 0.0 0.0 -0.095
C -1.20633 -5.04526 -1.07506 0.0 0.0 0.0 -0.097
C -0.43932 -6.17919 -1.30949 0.0 0.0 0.0 -0.098
H 1.52262 -7.04616 -1.22683 0.0 0.0 0.0 0.100
H 2.58546 -4.98987 -0.35682 0.0 0.0 0.0 0.089
H 1.21914 -2.97506 0.06836 0.0 0.0 0.0 0.097
H -1.21002 -3.01113 -0.38815 0.0 0.0 0.0 0.095
H -2.26976 -5.05909 -1.28158 0.0 0.0 0.0 0.100
H -0.90423 -7.07742 -1.69719 0.0 0.0 0.0 0.100
```
Positions in Å, forces in eV/Å.

F_max   5.5 eV/A
E_HOMO   -9.39 eV
Orbital gap   9.584 eV
Structure (SMILES)   CB(O)[C@@H]1OC(=O)O[C@@H]1N.c1ccccc1.c1ccccc1.c1ccccc1.c1ccccc1.c1ccccc1
E_LUMO   0.19 eV
Molecular weight   535.493 u